{"formula": "C6H11N", "method": "wB97M-V/def2-TZVPD", "largest_force_ev_per_a": 0.6, "lumo_energy_ha": 0.037, "de_lowest_kj_mol": 182.95, "smiles": "CC[C@H](C)C1=NC1", "species": ["C", "C", "C", "C", "C", "N", "C", "H", "H", "H", "H", "H", "H", "H", "H", "H", "H", "H"], "xyz": [[-0.991, 0.009, 1.934], [-0.806, 0.837, 0.662], [-0.222, 0.118, -0.576], [-0.958, -1.178, -0.935], [1.270, -0.027, -0.520], [2.254, -0.660, -0.069], [2.522, 0.484, -1.062], [-1.687, -0.824, 1.787], [-1.412, 0.639, 2.727], [-0.047, -0.401, 2.306], [-0.171, 1.703, 0.882], [-1.782, 1.239, 0.363], [-0.356, 0.808, -1.418], [-0.491, -1.665, -1.794], [-0.987, -1.904, -0.119], [-1.993, -0.950, -1.208], [2.998, 1.388, -0.665], [2.859, 0.188, -2.063]], "atomic_forces_ev_per_a": [[0.04, -0.08, 0.03], [-0.01, 0.10, 0.02], [-0.01, 0.03, -0.06], [0.01, -0.11, -0.02], [0.35, -0.03, -0.03], [-0.56, 0.20, -0.12], [0.20, 0.06, -0.06], [0.13, 0.13, -0.03], [0.11, -0.09, -0.15], [-0.06, 0.04, -0.11], [-0.09, -0.06, -0.02], [0.12, -0.04, 0.01], [-0.11, -0.07, 0.10], [-0.02, 0.04, 0.06], [0.15, 0.13, -0.02], [0.12, 0.03, 0.07], [-0.21, -0.32, -0.04], [-0.13, 0.05, 0.36]], "mulliken_charge": [-1.20, -0.63, 0.85, -1.50, 0.01, -0.61, -0.40, 0.31, 0.38, 0.30, 0.36, 0.37, 0.22, 0.40, 0.36, 0.36, 0.20, 0.22]}

=====

{"formula": "C10H19N3O5", "method": "wB97M-V/def2-TZVPD", "largest_force_ev_per_a": 8.1, "lumo_energy_ha": 0.013, "de_lowest_kj_mol": 568.56, "smiles": "NCCCC[C@H](N)C(=O)N[C@@H](CC(=O)O)C(=O)O", "species": ["N", "C", "C", "C", "C", "C", "N", "C", "O", "N", "C", "C", "C", "O", "O", "C", "O", "O", "H", "H", "H", "H", "H", "H", "H", "H", "H", "H", "H", "H", "H", "H", "H", "H", "H", "H", "H"], "xyz": [[3.678, 1.832, 0.368], [4.703, 0.741, 0.021], [3.948, -0.304, -0.856], [3.064, -1.261, 0.176], [1.637, -1.623, -0.230], [0.661, -0.371, -0.120], [0.705, 0.304, 1.149], [-0.748, -0.701, -0.724], [-1.067, -1.601, -1.560], [-1.631, 0.294, -0.329], [-3.007, 0.402, -0.430], [-3.783, -0.551, 0.622], [-5.114, -0.805, 0.192], [-5.435, -1.017, -0.955], [-5.885, -0.869, 1.245], [-3.467, 1.866, -0.465], [-4.590, 2.250, -0.415], [-2.473, 2.818, -0.744], [3.890, 2.155, 1.443], [3.683, 2.688, -0.394], [4.904, 0.336, 1.071], [5.835, 1.050, -0.260], [3.297, 0.112, -1.469], [4.667, -1.102, -1.345], [3.203, -2.401, 0.280], [2.930, -0.604, 1.132], [1.789, -1.863, -1.241], [1.345, -2.608, 0.156], [1.071, 0.405, -0.790], [1.763, 0.686, 0.919], [0.695, -0.430, 1.863], [-1.277, 0.723, 0.436], [-3.578, -0.218, -1.348], [-3.289, -1.440, 0.556], [-3.839, -0.178, 1.721], [-6.763, -1.047, 1.021], [-1.523, 2.331, -0.698]], "atomic_forces_ev_per_a": [[1.56, 2.09, 0.37], [0.93, 0.50, 1.65], [3.93, -5.35, 4.56], [-0.81, 0.42, 1.09], [-0.74, 2.14, -0.61], [-0.06, -2.36, -2.08], [2.68, 0.83, -0.89], [-1.55, -1.35, -2.27], [1.49, 2.74, 3.00], [1.09, -2.04, -2.28], [-4.42, -2.87, -1.26], [1.76, 4.98, 2.06], [-1.13, -0.46, -1.82], [-0.46, 0.06, 0.38], [0.54, 0.34, 1.71], [1.27, 0.95, -1.15], [-0.49, -0.45, 0.49], [2.30, -2.84, 0.78], [-0.61, -0.34, -3.97], [0.19, -2.64, 2.98], [-0.27, -0.13, -1.55], [-2.87, -0.27, -0.16], [-2.65, 2.02, -3.24], [-1.30, 2.05, 0.47], [2.33, 2.09, 0.56], [1.04, -2.03, -1.06], [-0.52, -0.24, -1.90], [-0.60, 0.70, 0.69], [-0.24, -0.53, -0.46], [-3.07, -0.48, 2.31], [0.44, 0.55, 0.15], [1.46, 1.82, 3.10], [2.26, 2.20, 1.32], [1.66, -2.53, 0.08], [0.56, -0.54, -1.90], [-2.46, -0.56, -0.82], [-3.24, 1.55, -0.36]], "mulliken_charge": [-0.56, -0.72, -0.45, -0.55, -1.07, 0.59, -0.70, -0.30, -0.70, -0.37, 0.05, -0.57, 0.44, -0.58, -0.42, 0.50, -0.53, -0.56, 0.27, 0.24, 0.33, 0.27, 0.46, 0.28, 0.26, 0.26, 0.48, 0.56, 0.09, 0.34, 0.27, 0.55, 0.42, 0.42, 0.23, 0.36, 0.40]}

=====

{"formula": "C6H7NSe", "method": "wB97M-V/def2-TZVPD", "largest_force_ev_per_a": 4.8, "lumo_energy_ha": -0.081, "de_lowest_kj_mol": 159.28, "species": ["C", "C", "C", "C", "C", "C", "N", "Se", "H", "H", "H", "H", "H", "H", "H"], "xyz": [[1.485, -2.213, -0.133], [-1.003, 0.050, -0.839], [-0.753, 1.335, -0.795], [-0.613, -0.854, 0.355], [-0.058, 1.941, 0.376], [0.768, -1.211, 0.506], [2.140, -3.090, -0.578], [1.891, 1.430, 0.059], [-1.487, -0.470, -1.774], [-0.870, 1.992, -1.638], [-1.149, -0.535, 1.251], [-1.099, -1.753, 0.044], [-0.205, 3.072, 0.291], [-0.218, 1.657, 1.415], [1.172, -1.352, 1.462]], "atomic_forces_ev_per_a": [[2.11, -2.94, -3.18], [-0.92, -1.83, -1.49], [0.12, 0.09, 0.68], [-2.50, 0.35, -1.70], [1.19, 1.95, -0.60], [2.11, 2.33, 0.42], [-1.76, 2.29, 1.18], [-1.38, -1.59, 0.65], [1.10, 1.14, 1.98], [-0.29, 0.07, -0.25], [0.63, 0.14, 0.14], [-0.56, -1.09, 0.18], [0.66, -1.44, 0.35], [-0.56, -0.31, -0.39], [0.05, 0.83, 2.01]], "mulliken_charge": [0.24, 0.00, -0.23, -0.73, -0.92, -0.37, -0.43, -0.02, 0.26, 0.32, 0.42, 0.36, 0.36, 0.33, 0.39]}

=====

{"formula": "C15H28AlBO7", "method": "wB97M-V/def2-TZVPD", "largest_force_ev_per_a": 3.3, "lumo_energy_ha": -0.445, "de_lowest_kj_mol": 83.07, "charge": 2, "species": ["Al", "B", "H", "H", "H", "H", "O", "C", "O", "C", "C", "C", "H", "H", "H", "H", "H", "H", "O", "C", "O", "C", "C", "C", "H", "H", "H", "H", "H", "H", "O", "C", "O", "C", "C", "C", "H", "H", "H", "H", "H", "H", "C", "C", "O", "C", "H", "H", "H", "H", "H", "H"], "xyz": [[0.154, -1.955, -0.153], [1.549, 0.586, -0.119], [2.240, -0.335, 0.107], [0.951, 0.304, -1.085], [0.746, 0.772, 0.708], [2.238, 1.508, -0.227], [1.446, -1.312, 2.373], [2.177, -1.461, 3.334], [3.492, -1.580, 3.153], [4.205, -1.791, 4.370], [3.128, -2.230, 5.354], [1.861, -1.634, 4.793], [4.777, -0.932, 4.736], [5.055, -2.471, 4.300], [3.232, -1.905, 6.386], [3.012, -3.313, 5.304], [1.593, -0.629, 5.137], [0.972, -2.233, 4.982], [-1.389, -0.304, -1.940], [-1.756, 0.362, -2.878], [-1.083, 0.324, -4.049], [-1.704, 1.169, -5.012], [-3.105, 1.470, -4.450], [-2.985, 1.236, -2.967], [-1.751, 0.708, -5.994], [-1.189, 2.131, -5.050], [-3.910, 0.929, -4.944], [-3.303, 2.530, -4.605], [-3.769, 0.705, -2.431], [-2.879, 2.194, -2.456], [-1.492, -0.011, 1.339], [-1.929, 0.649, 2.242], [-1.506, 0.439, 3.518], [-2.100, 1.354, 4.428], [-3.406, 1.776, 3.727], [-2.960, 1.771, 2.266], [-1.415, 2.176, 4.646], [-2.296, 0.843, 5.368], [-3.737, 2.758, 4.052], [-4.127, 0.981, 3.910], [-2.584, 2.771, 2.045], [-3.739, 1.582, 1.530], [2.160, 0.183, -4.381], [1.568, -1.135, -3.988], [1.273, -1.378, -2.839], [1.385, -2.154, -5.090], [2.234, 0.832, -3.507], [1.515, 0.778, -5.028], [3.150, 0.034, -4.811], [0.727, -1.666, -5.812], [0.911, -3.072, -4.754], [2.360, -2.351, -5.536]], "atomic_forces_ev_per_a": [[0.29, 2.26, -0.13], [-2.84, -1.13, -0.72], [2.55, -1.91, -0.87], [-0.79, -0.74, -0.39], [-1.54, 1.55, 0.69], [1.92, 1.12, 1.46], [-0.55, 0.45, -0.92], [1.25, -1.03, 0.37], [0.06, 0.47, -0.79], [0.82, 0.17, 1.96], [-0.23, -0.30, 0.22], [-0.98, 0.49, -0.36], [-0.80, 0.76, -0.51], [-0.63, -0.67, -0.85], [0.51, -0.19, -0.05], [0.17, -0.02, 0.27], [0.27, 0.04, 0.19], [-0.01, -0.04, -0.29], [0.14, -0.34, 1.00], [0.71, -0.10, -0.62], [-0.05, -0.32, 0.75], [-1.15, 1.06, -0.02], [-0.56, 0.76, -0.76], [0.23, -0.43, 0.45], [0.31, -0.20, 0.14], [0.47, -0.32, -0.18], [0.16, -0.27, 0.13], [-0.20, -0.10, -0.23], [-0.24, 0.02, -0.35], [0.46, -0.19, 0.26], [0.26, -0.57, -0.93], [0.12, 0.85, 1.68], [0.43, -0.52, -1.09], [-0.91, 0.45, 0.52], [0.73, -0.19, 0.08], [-0.44, -0.13, -0.12], [0.01, 0.05, -0.28], [0.09, -0.14, -0.11], [-0.30, -0.17, 0.09], [-0.30, 0.29, 0.05], [0.63, -0.27, -0.26], [-0.05, -0.13, 0.10], [-0.03, 0.94, 0.89], [-0.21, -1.05, -0.75], [0.05, 0.12, 0.84], [-0.27, 0.49, 0.27], [0.32, -0.24, 0.17], [-0.02, -0.56, -0.50], [-0.09, 0.03, -0.18], [0.18, -0.13, -0.29], [0.13, 0.03, 0.17], [-0.08, -0.01, -0.19]], "mulliken_charge": [1.19, 0.17, 0.08, -0.12, -0.06, 0.13, -0.43, 0.34, -0.36, -0.45, -0.47, -0.28, 0.27, 0.35, 0.34, 0.28, 0.26, 0.35, -0.41, 0.21, -0.16, -0.51, -0.63, -0.26, 0.36, 0.32, 0.30, 0.32, 0.34, 0.24, -0.44, 0.34, -0.28, -0.45, -0.55, -0.45, 0.28, 0.31, 0.33, 0.29, 0.28, 0.34, -1.11, 0.95, -0.35, -1.17, 0.21, 0.26, 0.45, 0.32, 0.32, 0.40]}

=====

{"formula": "C15H21Br40NOPS", "method": "wB97M-V/def2-TZVPD", "largest_force_ev_per_a": 2.0, "lumo_energy_ha": -0.133, "charge": 1, "species": ["C", "N", "C", "S", "P", "O", "Br", "H", "H", "H", "H", "H", "H", "H", "H", "C", "Br", "Br", "Br", "H", "C", "Br", "Br", "Br", "H", "C", "Br", "Br", "Br", "H", "C", "Br", "Br", "Br", "H", "C", "Br", "Br", "Br", "H", "C", "Br", "Br", "Br", "H", "C", "Br", "Br", "Br", "H", "C", "Br", "Br", "Br", "H", "C", "Br", "Br", "Br", "H", "C", "Br", "Br", "Br", "H", "C", "Br", "Br", "Br", "H", "C", "Br", "Br", "Br", "H", "C", "Br", "Br", "Br", "H"], "xyz": [[-0.639, 3.382, 1.871], [0.185, 2.185, 1.974], [-0.200, 1.129, 1.111], [-1.615, 0.178, 1.851], [-3.639, 1.031, 1.380], [-3.490, 2.244, 0.331], [-4.271, 2.018, 3.274], [-0.821, 3.705, 0.837], [-1.630, 3.146, 2.281], [-0.241, 4.193, 2.476], [1.179, 2.386, 1.919], [0.636, 0.431, 1.046], [-0.480, 1.424, 0.094], [-1.456, 0.385, 3.171], [-2.618, 2.309, -0.101], [3.073, 2.957, 4.761], [1.207, 2.717, 5.163], [3.416, 2.905, 2.854], [3.780, 4.553, 5.544], [3.598, 2.121, 5.202], [5.051, 3.997, 9.681], [6.746, 4.505, 8.926], [4.339, 2.422, 8.828], [5.151, 3.794, 11.590], [4.360, 4.803, 9.482], [-2.289, -3.464, 4.579], [-2.154, -2.009, 3.289], [-2.589, -2.803, 6.355], [-3.619, -4.732, 4.030], [-1.333, -3.970, 4.580], [-7.404, -5.903, 1.806], [-6.578, -6.454, 3.455], [-7.130, -4.026, 1.472], [-6.820, -6.979, 0.325], [-8.468, -6.057, 1.916], [-0.503, 4.748, -1.905], [-2.107, 5.756, -1.593], [-0.887, 2.865, -2.136], [0.513, 5.430, -3.378], [0.111, 4.839, -1.019], [1.632, -0.387, -2.471], [-0.246, -0.664, -2.121], [2.003, -0.310, -4.350], [2.268, 1.169, -1.532], [2.165, -1.241, -2.078], [-4.321, -1.539, -2.941], [-5.054, -3.113, -2.128], [-5.574, -0.658, -4.089], [-3.623, -0.321, -1.600], [-3.482, -1.847, -3.550], [0.450, -3.772, -5.854], [-1.050, -2.613, -5.510], [-0.093, -5.603, -6.051], [1.465, -3.155, -7.367], [1.097, -3.723, -4.990], [-1.215, 7.275, 4.455], [-0.196, 5.765, 5.084], [-2.418, 6.762, 3.039], [-2.129, 8.165, 5.889], [-0.512, 7.981, 4.036], [4.111, -4.472, -10.400], [3.826, -2.680, -9.751], [5.516, -4.537, -11.708], [4.416, -5.703, -8.956], [3.200, -4.779, -10.894], [6.348, -8.934, -6.883], [4.473, -9.174, -6.516], [6.700, -8.913, -8.771], [7.044, -7.364, -6.016], [6.867, -9.786, -6.468], [0.999, 5.267, 10.217], [1.299, 3.524, 10.980], [2.459, 6.473, 10.571], [0.612, 5.171, 8.333], [0.126, 5.677, 10.702], [-1.821, -2.054, -9.445], [-2.586, -0.393, -8.843], [-3.132, -3.459, -9.505], [-0.910, -1.851, -11.125], [-1.079, -2.343, -8.714]], "atomic_forces_ev_per_a": [[-0.54, -0.36, 0.11], [-0.20, 0.42, -0.39], [0.98, 0.66, 0.60], [0.85, 0.88, -1.12], [-2.05, -0.07, -0.03], [0.98, -0.37, 0.62], [0.52, 0.02, -0.25], [0.26, 0.13, 0.04], [0.05, 0.16, 0.09], [0.12, -0.02, -0.09], [-0.15, -0.20, 0.07], [-0.31, -0.30, -0.10], [-0.36, -0.25, 0.07], [0.19, 0.58, -0.14], [-0.13, 0.43, -0.29], [0.07, 0.03, 0.15], [0.11, -0.14, 0.12], [0.14, 0.02, 0.08], [-0.06, 0.05, -0.06], [0.03, -0.02, -0.06], [0.03, 0.03, 0.02], [-0.03, -0.02, -0.01], [0.04, -0.08, 0.02], [0.06, -0.04, -0.11], [-0.03, -0.01, 0.00], [-0.20, -0.19, 0.13], [-0.19, -1.66, 0.91], [-0.01, 0.03, -0.08], [0.02, 0.13, 0.02], [0.05, 0.10, -0.08], [0.02, 0.00, -0.03], [-0.08, -0.06, -0.02], [0.03, -0.02, 0.00], [0.02, 0.04, 0.02], [-0.01, 0.01, 0.02], [0.00, 0.21, 0.04], [0.01, -0.06, 0.02], [-0.22, 0.03, -0.15], [-0.04, -0.07, 0.02], [0.01, -0.03, 0.00], [0.05, -0.07, -0.10], [0.01, -0.06, 0.00], [-0.05, 0.03, 0.07], [0.27, -0.03, 0.02], [-0.01, 0.01, 0.06], [-0.05, -0.25, -0.16], [0.02, 0.07, 0.04], [0.04, 0.02, 0.07], [-0.11, -0.01, -0.18], [0.06, 0.03, 0.05], [0.06, -0.05, 0.02], [-0.12, 0.05, -0.07], [-0.01, 0.05, -0.03], [-0.06, -0.09, 0.09], [0.00, 0.04, 0.00], [-0.01, 0.10, 0.10], [-0.09, 0.11, -0.27], [0.02, -0.03, 0.00], [0.00, -0.05, -0.04], [0.01, -0.01, -0.02], [-0.05, -0.10, 0.00], [0.10, 0.09, -0.13], [-0.01, 0.03, 0.05], [0.00, 0.02, 0.01], [-0.02, 0.03, 0.00], [0.02, -0.01, -0.02], [0.01, 0.04, -0.01], [0.01, -0.01, 0.01], [-0.03, 0.00, -0.02], [-0.01, 0.00, 0.01], [-0.03, -0.10, 0.07], [-0.03, 0.12, -0.05], [-0.07, 0.00, 0.00], [0.05, 0.03, 0.15], [0.00, 0.03, -0.01], [0.05, -0.03, 0.06], [0.01, -0.03, 0.00], [0.02, 0.03, 0.01], [-0.01, 0.00, 0.03], [0.00, 0.01, 0.01]], "mulliken_charge": [0.07, 0.38, 0.00, -0.25, 0.50, -0.32, -0.21, -0.29, 0.08, 0.17, -0.20, 0.56, -0.36, 0.25, 0.25, -0.31, -0.11, -0.07, 0.04, 0.42, 0.00, -0.03, 0.00, 0.00, 0.01, -0.46, 0.24, -0.01, 0.05, 0.37, -0.31, -0.04, -0.02, -0.01, 0.35, -0.38, 0.01, 0.16, 0.00, 0.33, -0.39, 0.05, 0.01, -0.04, 0.44, 0.24, 0.02, 0.03, 0.10, -0.36, -0.35, 0.03, -0.01, 0.06, 0.33, -0.46, 0.06, -0.02, -0.03, 0.42, -0.34, -0.07, -0.04, 0.08, 0.37, -0.35, -0.01, 0.00, 0.00, 0.34, -0.37, -0.01, -0.03, 0.14, 0.35, 0.43, -0.02, 0.00, -0.02, -0.41]}

=====

{"formula": "C4H9NO3", "method": "wB97M-V/def2-TZVPD", "largest_force_ev_per_a": 5.9, "lumo_energy_ha": 0.015, "de_lowest_kj_mol": 271.78, "smiles": "N[C@H](CCO)C(=O)O", "species": ["N", "C", "C", "C", "O", "C", "O", "O", "H", "H", "H", "H", "H", "H", "H", "H", "H"], "xyz": [[0.701, 1.498, -0.692], [0.528, 0.037, -0.673], [-0.559, -0.379, 0.467], [-2.054, -0.024, 0.347], [-2.190, 1.272, 1.029], [1.729, -0.778, -0.174], [2.120, -0.787, 1.010], [1.869, -1.839, -0.886], [1.402, 1.770, 0.037], [1.234, 1.751, -1.512], [0.041, -0.219, -1.752], [-0.507, -1.360, 0.937], [-0.259, 0.218, 1.451], [-2.681, -0.620, 0.949], [-2.426, -0.023, -0.677], [-1.606, 2.004, 0.744], [2.658, -2.522, -0.606]], "atomic_forces_ev_per_a": [[1.26, 0.04, 1.12], [-2.57, -0.07, -0.47], [0.50, 1.52, 2.20], [2.15, 2.88, -0.04], [-0.90, 0.20, -0.40], [-1.09, -0.90, 4.42], [0.14, 1.62, -2.63], [3.41, -4.15, -2.34], [-1.11, -0.41, -0.21], [-0.25, -0.03, -0.60], [1.70, 0.04, 2.55], [0.60, -0.61, -1.06], [-0.26, -0.89, -2.17], [-0.46, -1.06, 0.54], [-0.05, 0.24, -0.14], [-0.19, -1.18, -0.46], [-2.89, 2.78, -0.30]], "mulliken_charge": [-0.73, 0.43, -0.97, -0.46, -0.59, 0.35, -0.59, -0.46, 0.28, 0.26, 0.40, 0.53, 0.31, 0.30, 0.24, 0.32, 0.39]}